[1]
Here is a cluster of 2 separate species, C5H16N3 in total from the OMol25 dataset. Energies are from ωB97M-V with the def2-TZVPD basis set.

Last column: natural (NBO) charge in e.
CARTESIAN COORDINATES (ANGSTROEM)
N1 0.425 0.964 -3.181  -1.020
C1 -0.371 0.028 -0.217  0.305
C2 -0.074 1.401 0.053  -0.557
C3 -0.277 1.716 1.613  -0.153
N2 0.365 2.942 1.919  -0.813
C4 0.568 -1.066 -0.060  -0.382
N3 0.090 -2.149 0.737  -0.539
C5 -0.425 -3.362 0.067  -0.426
H1 1.330 0.528 -3.027  0.358
H2 0.017 0.452 -3.959  0.374
H3 -0.151 0.726 -2.379  0.318
H4 -1.445 -0.195 -0.164  0.214
H5 -0.770 2.030 -0.502  0.275
H6 0.951 1.686 -0.181  0.268
H7 0.134 0.900 2.209  0.203
H8 -1.352 1.727 1.810  0.206
H9 -0.223 3.758 1.992  0.393
H10 0.975 2.897 2.720  0.394
H11 0.918 -1.458 -1.024  0.301
H12 1.495 -0.654 0.363  0.264
H13 -0.546 -1.840 1.460  0.374
H14 0.118 -4.227 0.444  0.229
H15 -0.285 -3.279 -1.001  0.200
H16 -1.467 -3.526 0.309  0.214

frontier orbital gap = 6.88 eV
largest force on an atom = 1.51 eV/Å
E = -364.01838 Eh
charge = +1
relative energy (zero: lowest compared OMol25 entry of this formula, charge and spin) = 412.13 kJ/mol



[2]
Here is the ion C5H16N3O with charge +1 from the OMol25 dataset. Energies are from ωB97M-V with the def2-TZVPD basis set.

Last column: natural (NBO) charge in e.
CARTESIAN COORDINATES (ANGSTROEM)
C1 3.644 0.007 0.076  -0.613
C2 2.282 0.386 0.602  -0.395
C3 1.199 -0.204 -0.312  -0.235
C4 -1.309 -0.554 -0.539  0.072
C5 -2.524 0.271 -0.170  0.217
N1 -1.442 -1.937 -0.155  -0.793
N2 -2.163 1.569 -0.721  -0.862
N3 -0.108 0.070 0.124  -0.538
O1 -2.568 0.396 1.288  -0.757
H1 3.613 -1.038 -0.291  0.214
H2 3.938 0.746 -0.690  0.226
H3 4.355 0.103 0.964  0.242
H4 2.082 1.373 0.933  0.223
H5 2.183 -0.279 1.566  0.189
H6 1.213 0.160 -1.253  0.203
H7 1.600 -1.290 -0.269  0.226
H8 -1.202 -0.691 -1.589  0.232
H9 -3.477 -0.159 -0.557  0.205
H10 -0.602 -2.410 -0.338  0.370
H11 -1.666 -1.931 0.848  0.373
H12 -2.862 2.258 -0.456  0.394
H13 -2.229 1.512 -1.713  0.379
H14 -0.100 -0.206 1.059  0.432
H15 -0.370 1.080 -0.058  0.477
H16 -3.485 0.769 1.649  0.518

SMILES string = CCC[NH2+][C@@H](N)[C@H](N)O
frontier orbital gap = 11.65 eV
largest force on an atom = 4.43 eV/Å
E = -439.33458 Eh
charge = +1
relative energy (zero: lowest compared OMol25 entry of this formula, charge and spin) = 246.94 kJ/mol



[3]
Here is a cluster of 4 separate species, C5H16N3O3 in total from the OMol25 dataset. Energies are from ωB97M-V with the def2-TZVPD basis set.

Last column: natural (NBO) charge in e.
CARTESIAN COORDINATES (ANGSTROEM)
C1 0.246 1.221 1.342  -0.210
C2 -0.046 0.556 -0.002  -0.497
C3 0.634 -0.749 -0.088  0.197
C4 1.897 -1.219 0.049  -0.096
N1 1.820 -2.577 -0.222  -0.456
C5 0.565 -2.910 -0.445  0.260
N2 -0.216 -1.859 -0.257  -0.470
N3 -0.585 0.445 2.375  -0.863
H1 0.093 2.277 1.531  0.217
H2 1.229 0.984 1.755  0.183
H3 0.136 1.302 -0.765  0.281
H4 -1.130 0.525 -0.066  0.260
H5 2.746 -0.563 0.114  0.254
H6 2.587 -3.224 -0.326  0.452
H7 0.205 -3.916 -0.585  0.243
H8 -1.222 -1.751 -0.123  0.488
H9 -0.017 0.344 3.212  0.355
H10 -1.278 1.104 2.717  0.356
H11 -3.410 -1.523 0.511  0.496
H12 -3.648 -1.149 -1.010  0.502
O1 -3.020 -1.143 -0.286  -0.968
H13 2.022 2.925 -1.391  0.466
H14 2.946 2.260 -0.479  0.458
O2 2.270 2.950 -0.457  -0.918
H15 -2.229 2.167 -1.976  0.483
H16 -1.170 1.876 -3.014  0.480
O3 -1.425 1.647 -2.112  -0.954

frontier orbital gap = 10.02 eV
largest force on an atom = 3.34 eV/Å
E = -589.86337 Eh
charge = +1
relative energy (zero: lowest compared OMol25 entry of this formula, charge and spin) = 136.17 kJ/mol



[4]
Here is the molecule C5H16N3O3PS from the OMol25 dataset. Energies are from ωB97M-V with the def2-TZVPD basis set.

Last column: natural (NBO) charge in e.
CARTESIAN COORDINATES (ANGSTROEM)
O1 -2.652 -0.965 0.417  -1.139
O2 -5.182 -0.651 0.053  -0.927
O3 -3.441 0.326 -1.473  -0.999
S1 -3.441 1.745 1.205  -0.099
N1 -0.588 0.680 -0.536  -0.698
N2 3.766 -1.411 0.558  -0.852
N3 3.013 -1.919 -1.308  -0.887
C1 -1.635 1.519 1.638  -0.495
C2 -0.778 1.892 0.411  -0.244
C3 0.808 0.437 -0.952  -0.216
C4 2.937 -0.727 -0.429  0.108
C5 1.560 -0.328 0.126  -0.429
P1 -3.683 0.019 0.065  2.130
H1 -4.941 -1.202 -0.742  0.497
H2 -2.555 0.684 -1.465  0.525
H3 -0.977 -0.117 0.024  0.409
H4 3.250 -2.188 0.969  0.359
H5 4.118 -0.751 1.255  0.342
H6 3.943 -2.398 -1.050  0.406
H7 2.158 -2.536 -1.299  0.364
H8 -1.481 0.519 2.036  0.255
H9 -1.505 2.221 2.478  0.239
H10 0.204 2.139 0.712  0.185
H11 -1.115 2.738 -0.120  0.202
H12 1.238 1.367 -1.324  0.191
H13 0.887 -0.201 -1.764  0.202
H14 3.471 0.099 -0.759  0.169
H15 1.067 -1.252 0.258  0.201
H16 1.555 0.262 1.016  0.203

SMILES string = NC(N)CCNCCSP(=O)(O)O
frontier orbital gap = 8.99 eV
largest force on an atom = 4.85 eV/Å
E = -1329.66608 Eh
relative energy (zero: lowest compared OMol25 entry of this formula, charge and spin) = 0.00 kJ/mol



Which of these has the lowest frontier orbital gap?
C5H16N3